Record 1
Computed, not measured: a 2-piece molecular cluster, C6H15N3 overall at a distorted geometry, with ωB97M-V/def2-TZVPD.

ORCA input file:
```
! RIJCOSX wB97M-V def2-TZVPD def2/J DEFGRID3
* xyz 0 1
C 2.038 0.664 -0.319
C 1.550 -1.685 0.498
C 1.044 -0.494 -0.273
N 1.397 1.943 -0.602
N 0.179 -0.737 -1.232
H 0.678 1.842 -1.314
H 2.071 2.628 -0.926
H 0.099 -0.002 -1.931
H 2.533 0.742 0.660
H 2.796 0.387 -1.065
H 2.555 -1.962 0.168
H 1.588 -1.438 1.562
H 0.883 -2.535 0.356
C -2.315 -1.141 0.454
C -1.595 0.155 0.214
N -0.467 0.386 1.099
C -2.164 1.191 -0.431
H -0.181 1.361 1.122
H -0.543 -0.023 2.022
H -3.259 -1.183 -0.084
H -1.708 -1.963 0.075
H -2.485 -1.310 1.519
H -1.660 2.139 -0.529
H -3.036 1.037 -1.041
*
```

Output
M	129.21	g mol⁻¹
energy relative to the best compared isomer or geometry (same formula, charge and spin)	48.70	kcal per mole
LUMO	1.0	eV
Kohn-Sham gap	9.42	eV
E_HOMO	-8.464	eV
SMILES string	[H]/N=C(/C)CN.C=C(C)N
DFT total energy	-10933.798	eV
maximum force	3.6	eV Å⁻¹

***

Record 2
Computed, not measured: a 2-piece molecular cluster, C6H15N3 overall at a distorted geometry, with ωB97M-V/def2-TZVPD.

ORCA input file:
```
! RIJCOSX wB97M-V def2-TZVPD def2/J DEFGRID3
* xyz 0 1
C 0.937 1.247 1.578
C 1.008 1.618 -0.913
C 1.499 -1.408 -1.215
C 0.824 0.625 0.207
C 1.123 -0.723 0.067
H 1.472 -1.257 0.950
H 0.131 1.974 1.723
H 1.892 1.771 1.706
H 0.848 0.502 2.373
H 1.982 2.120 -0.856
H 0.954 1.172 -1.909
H 0.232 2.390 -0.861
H 0.608 -1.658 -1.795
H 2.041 -2.337 -1.020
H 2.126 -0.794 -1.867
C -1.890 -0.400 0.466
N -2.043 -0.175 -0.888
N -1.087 -1.534 0.728
N -2.784 -0.119 1.349
H -1.174 0.114 -1.321
H -2.759 0.508 -1.097
H -1.356 -1.931 1.625
H -1.113 -2.238 -0.004
H -3.474 0.531 0.973
*
```

Output
M	129.21	g mol⁻¹
energy relative to the best compared isomer or geometry (same formula, charge and spin)	41.33	kcal per mole
LUMO	0.8	eV
Kohn-Sham gap	8.51	eV
E_HOMO	-7.715	eV
SMILES string	CC=C(C)C.N=C(N)N
DFT total energy	-10934.117	eV
maximum force	4.4	eV Å⁻¹

***

Record 3
Computed, not measured: an isolated ion of composition C6H15N3 and charge +2 at a distorted geometry, with ωB97M-V/def2-TZVPD.

ORCA input file:
```
! RIJCOSX wB97M-V def2-TZVPD def2/J DEFGRID3
* xyz 2 1
C -2.424 -0.746 -1.172
C -1.970 0.384 -0.182
C -1.215 -1.627 -1.111
C 0.391 0.273 0.823
C -0.421 0.467 -0.430
C 1.949 0.654 0.919
N 0.957 1.466 1.318
N -0.178 -0.652 -1.346
N 2.946 0.136 2.026
H -3.379 -1.228 -0.755
H -2.726 -0.292 -2.160
H -2.223 1.457 -0.308
H -2.329 0.127 0.825
H -1.031 -1.902 -0.106
H -1.177 -2.565 -1.644
H -0.005 -0.460 1.463
H -0.027 1.465 -0.732
H 2.544 0.927 0.144
H 0.702 2.365 1.575
H 0.702 -1.143 -1.280
H -0.264 -0.306 -2.345
H 2.420 -0.439 2.789
H 3.242 1.031 2.411
H 3.683 -0.496 1.841
*
```

Output
M	129.21	g mol⁻¹
energy relative to the best compared isomer or geometry (same formula, charge and spin)	66.76	kcal per mole
LUMO	-6.6	eV
Kohn-Sham gap	11.54	eV
E_HOMO	-18.139	eV
SMILES string	[NH3+][C@@H]1N[C@H]1[C@@H]1CCC[NH2+]1
DFT total energy	-10916.383	eV
maximum force	4.4	eV Å⁻¹

***

Record 4
Computed, not measured: C6H15N3O2 as an isolated structure at a distorted geometry, with ωB97M-V/def2-TZVPD.

ORCA input file:
```
! RIJCOSX wB97M-V def2-TZVPD def2/J DEFGRID3
* xyz 0 1
C -2.542 0.144 -0.334
C 1.280 2.143 0.508
C 2.002 -1.106 -0.061
C 0.169 1.743 -0.438
C 1.216 -0.393 -1.227
C -1.139 -0.311 -0.744
N -1.235 -1.585 -1.087
N -0.844 -0.944 2.027
N 0.012 0.351 -0.842
O -3.351 -0.823 -0.442
O -2.638 1.144 0.333
H 2.257 2.084 0.096
H 1.103 3.209 0.751
H 1.345 1.575 1.353
H 2.301 -0.459 0.733
H 1.282 -1.819 0.424
H 2.794 -1.590 -0.461
H 0.197 2.395 -1.267
H -0.779 1.905 0.116
H 0.782 -1.128 -2.055
H 1.870 0.382 -1.784
H -2.491 -1.641 -0.929
H -0.580 -2.298 -1.420
H -1.123 0.039 2.157
H -1.577 -1.601 1.850
H -0.309 -1.417 2.741
*
```

Output
M	161.21	g mol⁻¹
energy relative to the best compared isomer or geometry (same formula, charge and spin)	25.60	kcal per mole
LUMO	0.6	eV
Kohn-Sham gap	10.06	eV
E_HOMO	-9.422	eV
DFT total energy	-15029.415	eV
maximum force	4.7	eV Å⁻¹

***

Record 5
Computed, not measured: a 2-piece molecular cluster, C6H15N3O2S overall at a distorted geometry, with ωB97M-V/def2-TZVPD.

ORCA input file:
```
! RIJCOSX wB97M-V def2-TZVPD def2/J DEFGRID3
* xyz 2 1
C 1.934 1.492 0.686
C 0.458 0.593 -1.004
C 2.124 1.342 2.190
C 4.051 2.744 0.256
C -1.002 0.197 -3.122
C -3.038 -2.357 1.677
N 2.847 2.121 -0.057
N 0.920 0.937 0.090
N -0.291 0.211 -1.822
O -4.170 -3.695 -0.472
O -2.294 -1.795 -0.811
S -3.438 -1.845 0.048
H 3.076 0.747 2.454
H 1.534 0.668 2.698
H 2.084 2.421 2.631
H 4.896 2.452 -0.270
H 4.051 3.916 -0.069
H 4.295 2.493 1.210
H -1.720 1.058 -2.979
H -1.664 -0.778 -3.017
H -0.186 0.120 -3.809
H -3.848 -2.343 2.362
H -2.435 -3.307 1.907
H -2.387 -1.701 2.124
H 2.723 2.260 -1.044
H -3.573 -3.708 -1.236
H -4.947 -4.244 -0.620
*
```

Output
M	193.27	g mol⁻¹
energy relative to the best compared isomer or geometry (same formula, charge and spin)	56.54	kcal per mole
LUMO	-8.9	eV
Kohn-Sham gap	7.02	eV
E_HOMO	-15.894	eV
DFT total energy	-25845.160	eV
maximum force	4.6	eV Å⁻¹

***

Record 6
Computed, not measured: a 2-piece molecular cluster, C6H15N3O3 overall at a distorted geometry, with ωB97M-V/def2-TZVPD.

ORCA input file:
```
! RIJCOSX wB97M-V def2-TZVPD def2/J DEFGRID3
* xyz 0 1
C -1.858 0.822 1.707
C -1.445 -0.502 1.086
C -1.949 -0.633 -0.340
C -1.642 0.570 -1.214
C 2.627 -1.918 -0.672
C 1.796 0.722 -0.777
H -2.955 0.894 1.657
H -1.558 0.910 2.760
H -1.462 1.697 1.163
H -1.871 -1.333 1.652
H -0.338 -0.574 1.060
H -1.433 -1.486 -0.806
H -3.698 -0.411 -1.129
H -0.620 0.996 -1.117
H 2.724 -2.975 -0.400
H 3.629 -1.456 -0.683
H 2.175 -1.897 -1.660
H 1.850 -1.621 1.197
H 1.971 0.314 -1.780
H 2.484 2.627 -0.805
H 1.264 1.699 1.067
N 1.698 -1.298 0.241
N 1.733 0.089 0.321
N 1.585 2.128 -0.726
O -3.343 -0.861 -0.338
O -2.449 0.996 -1.989
O 1.083 2.501 0.525
*
```

Output
M	177.20	g mol⁻¹
energy relative to the best compared isomer or geometry (same formula, charge and spin)	119.02	kcal per mole
LUMO	0.6	eV
Kohn-Sham gap	9.65	eV
E_HOMO	-9.027	eV
SMILES string	CC[C@@H](O)C=O.CN/N=C/NO
DFT total energy	-17074.539	eV
maximum force	1.6	eV Å⁻¹

***

Record 7
Computed, not measured: a 3-piece molecular cluster, C6H15N3O4 overall at a distorted geometry, with ωB97M-V/def2-TZVPD.

ORCA input file:
```
! RIJCOSX wB97M-V def2-TZVPD def2/J DEFGRID3
* xyz 0 1
C -3.612 1.510 -0.288
C -3.445 0.124 0.331
C -2.145 -0.656 -0.071
C -0.911 0.021 0.641
C 0.496 -0.482 0.148
C 0.822 -0.214 -1.281
N 2.483 2.393 0.601
N 2.499 -1.669 -1.291
N 3.392 1.980 0.104
O 4.293 1.526 -0.490
O 3.572 -1.894 1.079
O 1.840 -0.658 -1.916
O 3.306 -0.687 1.679
H -4.133 2.102 0.316
H -2.649 1.858 -0.434
H -4.085 1.327 -1.184
H -4.186 -0.630 0.012
H -3.580 0.412 1.439
H -1.932 -0.684 -1.212
H -2.396 -1.728 0.259
H -0.871 -0.181 1.636
H -0.840 1.041 0.513
H 0.452 -1.504 0.284
H 1.186 0.066 0.681
H 4.172 -0.277 1.681
H 0.069 0.498 -1.645
H 3.237 -1.721 -1.959
H 2.966 -1.873 0.369
*
```

Output
M	193.20	g mol⁻¹
energy relative to the best compared isomer or geometry (same formula, charge and spin)	181.77	kcal per mole
LUMO (alpha / beta)	0.0 / 0.0	eV
Kohn-Sham gap (alpha / beta)	8.32 / 8.34	eV
E_HOMO (alpha / beta)	-8.282 / -8.293	eV
DFT total energy	-19115.283	eV
maximum force	4.8	eV Å⁻¹

***

Record 8
Computed, not measured: an isolated ion of composition C6H15N4 and charge +1 at a distorted geometry, with ωB97M-V/def2-TZVPD.

ORCA input file:
```
! RIJCOSX wB97M-V def2-TZVPD def2/J DEFGRID3
* xyz 1 1
C -0.366 0.404 -1.205
C 0.857 0.475 -1.767
C -0.725 -1.229 0.546
C 2.044 -0.327 -1.145
C -1.059 1.296 2.396
C -0.454 1.425 1.022
N -0.710 0.073 0.140
N 1.122 0.982 -2.983
N -0.963 -1.521 1.869
N -0.657 -2.243 -0.343
H -1.211 0.923 -1.543
H 1.631 -1.327 -0.959
H 2.482 0.130 -0.228
H 2.690 -0.641 -2.044
H -2.009 0.903 2.394
H -1.185 2.338 2.870
H -0.348 0.751 3.076
H 0.677 1.415 1.047
H -1.059 2.226 0.485
H 0.439 1.429 -3.638
H 2.056 1.222 -3.352
H -1.126 -0.800 2.517
H -1.108 -2.523 2.217
H -0.514 -3.240 -0.018
H -0.502 -2.140 -1.354
*
```

Output
M	143.21	g mol⁻¹
energy relative to the best compared isomer or geometry (same formula, charge and spin)	15.97	kcal per mole
LUMO	-2.5	eV
Kohn-Sham gap	9.17	eV
E_HOMO	-11.692	eV
SMILES string	CCN(/C=C(\C)N)C(N)=[NH2+]
DFT total energy	-12418.476	eV
maximum force	4.3	eV Å⁻¹

***

- Among the records above, which one has the highest energy relative to the best compared isomer or geometry (same formula, charge and spin)?
  C6H15N3O4

***

- What is the energy relative to the best compared isomer or geometry (same formula, charge and spin) in the eighth record?
  15.97 kcal per mole

***

What did the third record say?
Computed, not measured: an isolated ion of composition C6H15N3 and charge +2 at a distorted geometry, with ωB97M-V/def2-TZVPD.

ORCA input file:
```
! RIJCOSX wB97M-V def2-TZVPD def2/J DEFGRID3
* xyz 2 1
C -2.424 -0.746 -1.172
C -1.970 0.384 -0.182
C -1.215 -1.627 -1.111
C 0.391 0.273 0.823
C -0.421 0.467 -0.430
C 1.949 0.654 0.919
N 0.957 1.466 1.318
N -0.178 -0.652 -1.346
N 2.946 0.136 2.026
H -3.379 -1.228 -0.755
H -2.726 -0.292 -2.160
H -2.223 1.457 -0.308
H -2.329 0.127 0.825
H -1.031 -1.902 -0.106
H -1.177 -2.565 -1.644
H -0.005 -0.460 1.463
H -0.027 1.465 -0.732
H 2.544 0.927 0.144
H 0.702 2.365 1.575
H 0.702 -1.143 -1.280
H -0.264 -0.306 -2.345
H 2.420 -0.439 2.789
H 3.242 1.031 2.411
H 3.683 -0.496 1.841
*
```

Output
M	129.21	g mol⁻¹
energy relative to the best compared isomer or geometry (same formula, charge and spin)	66.76	kcal per mole
LUMO	-6.6	eV
Kohn-Sham gap	11.54	eV
E_HOMO	-18.139	eV
SMILES string	[NH3+][C@@H]1N[C@H]1[C@@H]1CCC[NH2+]1
DFT total energy	-10916.383	eV
maximum force	4.4	eV Å⁻¹